1.
Density functional theory data (wB97M-V/def2-TZVPD) for an isolated ion of composition C5H6NO and charge +1 in a non-equilibrium geometry.

```
13
Properties=species:S:1:pos:R:3:forces:R:3
C 2.52308 -0.60623 0.42635 3.7 0.4 0.4
C 1.44834 -0.93847 0.03911 -2.4 -0.1 0.6
C 0.08251 -1.12179 -0.49854 1.4 2.0 0.5
N -0.87311 0.07868 -0.16358 -0.1 -1.8 0.8
C -0.38895 1.33014 0.41807 -0.5 2.0 -2.5
C -2.12110 -0.15699 -0.17371 -0.7 0.4 -0.3
O -3.25412 -0.29077 -0.24969 1.3 -0.1 0.2
H 3.64084 -0.39745 0.64096 -2.7 -0.4 -0.3
H 0.32131 -1.03714 -1.52136 -0.7 -0.1 -1.7
H -0.50128 -1.96216 -0.26261 -0.1 -1.4 0.4
H -1.09300 2.09351 0.04896 0.1 -0.1 0.4
H 0.49556 1.54929 -0.16875 0.5 0.0 0.5
H -0.28007 1.45939 1.46479 0.2 -0.8 1.0
```
Positions in Å, forces in eV/Å.

Summary:
- Calculated total energy: -8808.9483 eV
- 2S+1: 1
- Net charge: +1
- SMILES: C#CC[N+](C)=C=O
- Kohn-Sham gap: 0.3606 Eh
- Max |F|: 0.07274 hartree/bohr
- E_HOMO: -14.9 eV
- Energy relative to the best compared isomer or geometry (same formula, charge and spin): 92.31 kcal/mol

=====

2.
Density functional theory data (wB97M-V/def2-TZVPD) for an isolated ion of composition C5H6NO2 and charge +1 in a non-equilibrium geometry.

```
14
Properties=species:S:1:pos:R:3:forces:R:3
C -0.98252 -0.79054 2.35791 1.6 0.5 -0.9
C -0.14606 -1.87666 0.48643 -0.2 2.0 -0.1
C -0.66944 0.35192 1.78888 0.1 0.9 -3.0
C 0.99798 0.87651 -1.57593 -2.2 -1.5 2.5
C 0.42660 -0.30029 -1.20702 2.1 1.7 -2.0
N -0.05667 -0.66146 0.00228 -1.3 -2.0 5.1
O -0.71273 -1.98814 1.75040 0.5 0.3 -1.0
O -0.53784 1.62360 1.70015 -1.4 0.2 -0.1
H -1.02855 -0.71446 3.41871 -0.7 -0.7 0.8
H 0.21800 -2.84977 0.04400 -0.7 1.2 0.6
H 1.15636 1.06923 -2.58229 0.8 0.1 -1.6
H 1.05216 1.69372 -0.87808 0.1 0.2 0.1
H 0.49888 -1.12368 -1.86595 -0.3 -0.7 -1.1
H -1.32855 2.26043 1.43212 1.6 -2.2 0.7
```
Positions in Å, forces in eV/Å.

Summary:
- Calculated total energy: -10855.9031 eV
- 2S+1: 1
- Net charge: +1
- Kohn-Sham gap: 0.3298 Eh
- Max |F|: 0.11014 hartree/bohr
- E_HOMO: -13.6 eV
- Energy relative to the best compared isomer or geometry (same formula, charge and spin): 65.52 kcal/mol

=====

3.
Density functional theory data (wB97M-V/def2-TZVPD) for one molecule with the formula C5H6NO2PS in a non-equilibrium geometry.

```
16
Properties=species:S:1:pos:R:3:forces:R:3
C -1.58684 -1.84576 -0.35123 -0.4 0.5 1.6
C -1.38285 -1.28168 0.70986 -0.4 -0.8 -1.8
C -0.82315 -0.61733 1.81633 -0.8 1.1 1.8
C -1.48941 0.07596 2.78795 2.1 -1.1 -0.3
O -0.83030 0.66738 3.84983 1.9 0.3 -3.1
O 0.56776 -0.74502 1.95836 0.4 0.2 -1.2
P 1.37508 -0.89896 0.52757 -0.2 -1.1 1.2
S 2.40352 -2.54741 0.50986 -0.5 1.4 -0.2
N 0.93235 0.22348 -0.41986 0.4 -0.5 2.3
C 1.41687 0.27564 -1.75485 -3.2 1.1 -0.7
H -1.96167 -2.42542 -1.16321 0.2 0.1 -0.1
H -2.53947 0.06561 2.82537 -1.1 0.2 0.1
H 0.07098 0.87160 3.36981 -2.0 -0.5 2.0
H 0.70139 0.97731 -2.25868 1.2 -0.1 0.1
H 2.41222 0.58499 -1.75709 1.6 0.4 -0.7
H 1.16531 -0.65173 -2.19800 0.7 -1.2 -1.0
```
Positions in Å, forces in eV/Å.

Summary:
- Calculated total energy: -30988.0078 eV
- 2S+1: 1
- Net charge: 0
- SMILES: C#C/C(=C/O)OP(=S)=NC
- Kohn-Sham gap: 0.3207 Eh
- Max |F|: 0.06998 hartree/bohr
- E_HOMO: -8.8 eV
- Energy relative to the best compared isomer or geometry (same formula, charge and spin): 79.56 kcal/mol

=====

4.
Density functional theory data (wB97M-V/def2-TZVPD) for one molecule with the formula C5H6NOP in a non-equilibrium geometry.

```
14
Properties=species:S:1:pos:R:3:forces:R:3
O -1.62985 1.21261 1.47186 0.4 0.4 -0.4
C -0.74270 1.30765 0.72813 -1.1 -1.3 0.9
C 0.23727 1.78332 -0.03113 0.5 0.7 -0.4
C 1.20350 1.11358 -0.81963 -0.1 -0.8 0.0
C 1.35691 -0.21931 -1.04891 0.6 0.4 -0.3
C 0.55528 -1.25417 -0.49833 -0.5 -0.2 0.3
N -0.44036 -0.97761 0.25799 0.7 1.4 -0.4
P -1.48072 -2.05502 1.04556 0.0 -0.6 0.0
H 0.27487 2.86887 -0.02735 -0.1 0.0 0.1
H 1.91645 1.77788 -1.28742 0.0 0.0 -0.1
H 2.16809 -0.53569 -1.68580 0.1 0.0 -0.1
H 0.83529 -2.28185 -0.74719 -0.1 -0.1 0.0
H -2.64384 -1.51470 0.47811 -0.4 0.0 -0.1
H -1.61018 -1.22556 2.16412 -0.2 0.0 0.5
```
Positions in Å, forces in eV/Å.

Summary:
- Calculated total energy: -18106.4869 eV
- 2S+1: 1
- Net charge: 0
- SMILES: O=C=C/C=C\C=N\P
- Kohn-Sham gap: 0.3118 Eh
- Max |F|: 0.03605 hartree/bohr
- E_HOMO: -8.4 eV
- Energy relative to the best compared isomer or geometry (same formula, charge and spin): 22.04 kcal/mol

=====

5.
Density functional theory data (wB97M-V/def2-TZVPD) for C5H6NP2S4 as an isolated structure in a non-equilibrium geometry.

```
18
Properties=species:S:1:pos:R:3:forces:R:3
C 2.31679 -0.71325 0.12267 0.6 -0.9 1.7
C 1.66014 -0.73817 -1.08645 0.0 3.0 2.2
C 2.05192 0.26980 1.07169 0.1 0.4 0.3
C 0.80990 0.34247 -1.34200 -0.4 -1.2 -1.6
C 1.17003 1.25673 0.80392 -0.3 -0.8 -1.8
N 0.54837 1.25648 -0.40248 -0.8 1.2 0.1
P -0.85924 2.61242 -0.79383 0.7 0.3 0.7
P -2.77094 -1.16729 0.11055 0.7 -0.1 -0.3
S -0.90134 3.78639 0.70934 0.1 -0.8 -0.9
S -1.13083 -2.19410 0.30556 -1.6 0.6 0.0
S -4.67896 -2.13319 0.02165 1.6 -0.3 0.9
S -2.79779 0.78731 -0.19711 -0.8 -1.5 0.3
H 3.00947 -1.50538 0.44825 -0.3 0.3 -0.6
H 1.97844 -1.42747 -1.75895 0.2 -1.9 -2.2
H 2.45708 0.47373 2.05130 0.8 -1.2 0.0
H 0.33280 0.35562 -2.38801 0.4 0.6 2.0
H 1.06529 1.99771 1.55515 -0.9 1.0 0.0
H -4.26113 -3.25979 0.76874 -0.3 1.2 -0.9
```
Positions in Å, forces in eV/Å.

Summary:
- Calculated total energy: -68684.7327 eV
- 2S+1: 1
- Net charge: +1
- Kohn-Sham gap: 0.2800 Eh
- Max |F|: 0.07331 hartree/bohr
- E_HOMO: -12.8 eV
- Energy relative to the best compared isomer or geometry (same formula, charge and spin): 12.67 kcal/mol

=====

6.
Density functional theory data (wB97M-V/def2-TZVPD) for C5H6NiO3 as an isolated structure in a non-equilibrium geometry.

```
15
Properties=species:S:1:pos:R:3:forces:R:3
O 1.81368 0.65532 -0.52463 -1.2 -0.2 -0.2
C 0.76651 0.05351 -0.39668 1.2 0.7 0.1
O -0.37207 0.45874 -0.92078 -0.9 0.1 -0.3
O 0.63503 -1.05758 0.29843 -0.1 -0.7 0.3
C -0.73995 -1.46716 0.32636 -0.1 -0.2 0.3
C -1.42782 -0.49811 -0.64807 0.4 -0.1 -1.1
C -2.63214 0.20286 -0.08840 1.5 -1.6 2.5
C -2.52411 1.14687 0.89865 -1.1 2.5 -2.7
Ni 3.68923 0.28105 0.09606 0.5 -0.1 0.2
H -1.10377 -1.36460 1.35561 0.1 0.0 -0.2
H -0.80248 -2.51045 0.00515 0.0 0.2 0.1
H -1.66609 -0.98642 -1.60102 0.1 0.1 0.1
H -3.52443 -0.43199 0.04740 -0.2 0.7 -1.4
H -3.14092 1.66884 -0.13896 -0.5 -0.6 2.2
H -1.61178 1.75526 0.93731 0.3 -0.7 0.1
```
Positions in Å, forces in eV/Å.

Summary:
- Calculated total energy: -52460.7685 eV
- 2S+1: 3
- Net charge: 0
- Kohn-Sham gap (spin up / spin down): 0.1720 / 0.2370 Eh
- Max |F|: 0.07533 hartree/bohr
- E_HOMO (spin up / spin down): -5.2 / -7.0 eV
- ⟨S²⟩: 2.004